Entry 1:
Formula: C17H28O5
Source: OMol25
Level of theory: ωB97M-V/def2-TZVPD

ORCA input file:
```
! RIJCOSX wB97M-V def2-TZVPD def2/J DEFGRID3
* xyz 0 1
H -1.621 -4.720 0.644
H -3.774 -1.684 1.132
C -1.794 -0.839 1.204
C -0.303 -0.464 -0.851
H -2.150 0.187 1.099
H 1.719 -0.797 -3.689
H 1.819 3.299 3.877
H 0.885 0.667 -3.102
H -3.221 -3.789 2.308
H -2.832 -3.699 -0.133
C -2.420 -3.163 1.908
C -0.279 2.025 -0.979
O -1.990 3.234 -2.048
C 1.841 2.409 3.255
O 2.499 0.916 -4.356
H -2.230 -1.369 -0.816
H 3.096 -0.898 -0.255
O -0.401 4.406 -1.004
C 0.595 2.378 2.375
H -0.947 -0.817 1.890
C -0.861 3.341 -1.324
H 2.664 1.819 -4.063
H 2.317 1.220 0.731
H 2.746 2.434 2.652
C 1.043 -0.331 -0.105
C -2.897 -1.720 1.784
H 2.043 -1.740 -1.385
C -0.907 0.862 -1.174
H 1.016 -0.992 0.765
H 2.802 1.207 -1.648
H 3.731 -0.117 -2.351
C -0.872 -2.814 -0.034
C 2.729 0.193 -2.045
H -2.332 4.122 -2.240
H -0.303 2.413 2.996
H -1.580 -3.208 2.604
O 0.963 2.119 -0.411
H 0.589 3.233 1.691
C -1.978 -3.692 0.547
H 1.870 1.530 3.893
C 1.252 1.073 0.488
H -3.195 -1.341 2.764
C -1.352 -1.367 -0.159
C 1.865 0.217 -3.308
H 0.000 -2.868 0.620
H -1.891 0.868 -1.613
H -0.579 -3.193 -1.016
C 2.258 -0.764 -0.945
O 0.464 1.167 1.638
H -0.096 -0.952 -1.813
*
```

HOMO   -9.2 eV
SMILES string   CCO[C@@H]1OC(C(=O)O)=C[C@H](C2CCCCC2)[C@H]1CCCO

Atom charges from the Mulliken analysis, given in e for atoms 1 to 8:
1 H 0.401
2 H 0.370
3 C -0.497
4 C 0.544
5 H 0.391
6 H 0.278
7 H 0.424
8 H 0.155



Entry 2:
Formula: C6H16O2
Source: OMol25
Level of theory: ωB97M-V/def2-TZVPD

ORCA input file:
```
! RIJCOSX wB97M-V def2-TZVPD def2/J DEFGRID3
* xyz 0 1
H -1.053 1.717 -2.880
C -0.245 1.040 0.445
C 1.893 0.981 1.971
H -3.586 -2.525 -0.970
C -0.518 1.956 -0.774
O -3.665 -3.164 -1.597
C -0.556 1.216 -2.036
H 2.939 0.705 1.766
H 0.109 2.892 -0.773
H 2.133 1.166 -1.508
O 0.368 -2.716 2.046
H 0.872 -1.965 1.786
H 2.000 2.040 2.292
H 3.256 0.835 -0.119
H -3.362 -2.776 -2.329
H 0.456 0.997 -2.512
C 1.275 0.979 0.547
C 2.250 1.028 -0.383
H 1.334 0.178 2.423
H -1.573 2.343 -0.587
H -0.789 1.369 1.371
H -0.652 0.018 0.248
H -0.985 0.210 -1.880
H 0.681 -3.367 1.457
*
```

HOMO   -9.2 eV
SMILES string   C=C(C)CCC.O.O

Atom charges from the Mulliken analysis, given in e for atoms 1 to 8:
1 H 0.345
2 C -0.293
3 C -1.285
4 H 0.294
5 C -0.472
6 O -0.580
7 C -0.994
8 H 0.337



Entry 3:
Formula: C32H24Br2IrN10O2
Source: OMol25
Level of theory: ωB97M-V/def2-TZVPD

ORCA input file:
```
! RIJCOSX wB97M-V def2-TZVPD def2/J DEFGRID3
* xyz 2 6
C -12.590 -15.041 -1.064
C -12.155 -18.398 -2.437
C -18.426 -16.363 0.576
C -19.791 -15.006 -0.974
C -15.894 -21.215 0.668
H -9.909 -16.514 3.572
C -18.867 -15.293 -1.975
N -14.946 -19.028 0.735
H -11.772 -14.930 -3.815
C -12.028 -15.234 5.890
H -12.061 -14.565 6.734
C -14.542 -16.570 3.472
H -11.620 -13.613 -2.297
C -13.208 -15.525 5.254
Br -11.019 -16.732 -6.008
C -10.827 -16.352 4.141
O -15.612 -17.662 -1.251
H -14.197 -15.356 5.707
C -17.552 -16.633 -0.442
N -13.217 -22.055 0.383
C -12.253 -16.115 -2.083
H -20.228 -15.200 1.097
H -18.224 -18.887 1.491
H -15.748 -22.328 0.471
H -15.436 -16.469 4.084
C -13.428 -13.000 0.560
C -13.638 -14.332 0.828
C -16.374 -17.471 -0.343
Br -12.159 -10.968 -0.822
N -13.204 -15.357 0.062
H -10.324 -18.382 1.018
C -14.818 -20.286 0.579
H -17.064 -16.225 -2.664
N -14.733 -17.151 2.363
C -12.647 -12.715 -0.550
C -19.526 -15.529 0.277
H -14.180 -14.538 1.756
C -11.192 -20.241 0.555
H -20.608 -14.359 -1.106
N -10.921 -21.534 0.383
C -11.885 -22.400 0.305
H -12.367 -19.371 -2.020
C -12.008 -16.547 3.463
C -13.257 -16.267 4.065
H -13.838 -12.264 1.300
H -12.401 -24.382 0.265
H -16.660 -17.538 2.890
H -17.999 -21.427 1.124
Ir -13.362 -17.522 0.585
H -10.692 -24.073 0.179
C -11.578 -16.969 -4.249
H -18.264 -16.635 1.623
O -11.986 -17.171 2.328
H -11.695 -19.127 -4.481
C -17.181 -20.687 0.992
C -10.807 -15.830 5.391
N -12.309 -17.371 -1.623
N -12.463 -19.779 0.527
C -17.796 -16.155 -1.799
C -12.228 -13.778 -1.405
C -13.379 -20.751 0.406
C -11.797 -18.249 -3.758
H -9.260 -19.787 0.680
N -11.633 -23.703 0.273
N -10.186 -19.354 0.636
C -17.362 -19.358 1.067
H -9.851 -15.790 5.949
H -19.141 -14.820 -2.970
N -16.018 -17.458 2.077
C -11.901 -15.871 -3.428
C -16.161 -18.378 0.964
*
```

HOMO (spin up / spin down)   -12.8 / -13.7 eV

Atom charges from the Mulliken analysis, given in e for atoms 1 to 8:
1 C 1.197
2 C -0.280
3 C -0.344
4 C -0.541
5 C -0.713
6 H 0.369
7 C -0.448
8 N -0.461